Here is a molecular structure, C8H28B3Be2Cl8 in a non-equilibrium geometry from the OMol25 dataset. Energies are from the ωB97M-V functional and the def2-TZVPD basis.

Each line ends with the Mulliken charge.
Atoms and positions in Å:
C: 3.478 -2.015 3.643  -0.4375
H: 1.826 -0.675 3.844  0.3264
C: 1.506 -2.802 -2.000  -0.0436
H: 1.526 -1.717 -2.109  -0.1322
C: 2.103 -1.502 3.190  -0.0254
H: 2.532 -3.134 -1.840  0.3838
H: 0.085 0.564 1.772  -0.1702
H: -1.011 2.164 2.351  -0.2649
H: -4.446 0.244 -2.876  0.3073
Cl: 0.087 -4.917 -0.839  -0.1890
H: 2.148 1.781 -4.526  0.3216
Be: 0.430 2.529 0.597  0.7854
Cl: 2.663 1.856 -2.218  -0.1053
B: 2.831 2.683 1.300  0.4715
H: 3.728 -2.968 3.175  0.3299
H: -2.127 2.511 1.063  -0.1821
H: -6.002 0.129 -2.213  0.3720
H: -2.746 2.270 2.647  -0.1867
H: -4.917 -2.118 -1.962  0.3885
B: -0.262 0.084 0.870  1.0328
H: 0.704 0.224 -3.412  0.0799
H: 0.526 -0.028 0.141  -0.1751
H: -1.838 3.755 2.301  -0.0178
Cl: 3.368 -2.253 5.424  -0.1920
H: -0.240 1.288 -4.399  0.3971
Cl: 0.925 -3.422 -3.570  -0.1779
C: 0.444 -3.146 -0.859  0.3896
Cl: -4.653 1.371 -0.719  -0.1316
H: 0.760 -2.890 0.152  -0.1385
H: -0.469 -2.582 -1.052  -0.0986
C: 0.407 1.267 -3.522  -0.3608
H: 2.805 2.937 0.251  -0.2040
Cl: 0.771 -2.631 3.260  -0.1797
Cl: -0.464 1.639 -2.019  -0.0983
H: 2.401 1.693 1.305  -0.3317
H: 3.820 2.636 1.728  -0.0536
C: -4.673 -1.245 -1.357  -0.7116
H: 1.476 3.231 -3.779  0.3195
C: 1.630 2.161 -3.645  -0.4971
Cl: -2.986 -1.286 -0.734  -0.0268
Be: -2.681 0.181 1.900  0.7498
H: -0.682 -0.897 1.029  -0.2227
H: 4.309 -1.318 3.531  0.3326
H: 2.044 -1.052 2.199  -0.1118
H: -5.354 -1.387 -0.517  0.3085
C: -4.952 0.077 -1.925  -0.3432
H: 2.188 3.371 1.827  -0.1660
B: -1.917 2.697 2.105  0.1817
H: -1.101 0.645 0.489  -0.5025

Output
LUMO level	-8.019	eV
charge	+1